Record 1
Computed, not measured: a cluster of 7 separate species, C24H42FO15S3 in total, with ωB97M-V with the def2-TZVPD basis set.

Geometry (Å):
F1 0.84 -0.05 0.52
C1 -0.29 -4.01 -2.59
C2 0.74 -2.87 -2.90
C3 1.46 -2.22 -1.73
O1 2.73 -2.60 -2.08
C4 2.82 -3.47 -3.00
O2 3.85 -3.96 -3.43
O3 1.65 -3.56 -3.61
H1 0.16 -4.95 -2.14
H2 -0.74 -4.45 -3.41
H3 -1.25 -3.70 -2.05
H4 0.25 -2.20 -3.55
H5 0.85 -2.42 -0.89
H6 1.63 -1.09 -1.86
C5 4.73 -0.59 -0.40
C6 3.97 0.69 -0.27
C7 3.67 1.02 1.22
O4 4.65 1.79 1.72
C8 5.43 2.17 0.62
O5 6.29 3.01 0.67
O6 5.01 1.64 -0.53
H7 5.49 -0.88 0.16
H8 4.97 -0.58 -1.53
H9 4.14 -1.56 -0.45
H10 3.14 0.70 -0.95
H11 3.72 0.02 1.87
H12 2.64 1.35 1.27
C9 -0.73 3.56 2.02
C10 -1.45 2.19 2.21
C11 -0.59 1.22 2.97
O7 -1.38 1.07 4.18
C12 -2.53 1.69 4.00
O8 -3.60 1.53 4.65
O9 -2.58 2.38 2.95
H13 -0.70 4.01 3.09
H14 -1.40 4.19 1.51
H15 0.16 3.46 1.43
H16 -1.80 1.89 1.23
H17 0.41 1.46 3.34
H18 -0.64 0.27 2.44
C13 -0.54 -2.84 1.67
C14 -1.64 -2.71 2.75
C15 -1.03 -3.32 4.17
S1 0.39 -4.21 3.79
O10 0.30 -5.58 4.22
O11 1.50 -3.37 4.30
C16 0.39 -4.09 2.09
H19 0.01 -2.06 1.59
H20 -0.89 -2.86 0.60
H21 -2.51 -3.26 2.41
H22 -1.95 -1.83 2.67
H23 -1.72 -3.91 4.68
H24 -0.71 -2.28 4.81
H25 -0.08 -4.83 1.49
H26 1.46 -3.90 1.96
C17 -3.46 0.02 -1.34
C18 -3.05 -0.62 0.01
C19 -4.20 -0.26 1.03
S2 -5.52 0.37 0.09
O12 -5.57 1.85 0.20
O13 -6.77 -0.29 0.39
C20 -4.95 -0.03 -1.47
H27 -3.18 -0.45 -2.16
H28 -3.03 1.12 -1.46
H29 -1.98 -0.21 0.34
H30 -3.11 -1.65 -0.09
H31 -3.94 0.51 1.65
H32 -4.40 -1.15 1.72
H33 -5.44 0.58 -2.04
H34 -5.18 -1.02 -1.57
C21 2.19 3.47 -2.43
C22 1.96 4.59 -3.50
C23 0.51 4.34 -4.19
S3 -0.45 3.27 -3.05
O14 -0.73 1.98 -3.68
O15 -1.55 3.99 -2.62
C24 0.81 2.92 -1.91
H35 3.00 3.89 -1.78
H36 2.47 2.50 -2.80
H37 2.73 4.82 -4.31
H38 1.98 5.53 -2.93
H39 0.83 3.92 -4.93
H40 -0.03 5.26 -4.31
H41 0.73 2.08 -1.46
H42 0.60 3.54 -1.26

Values from the calculation:
- Orbital gap: 8.880 eV
- Max |F|: 11.32 eV/A
- Relative energy (zero: lowest compared OMol25 entry of this formula, charge and spin): 41.6 kcal per mole
- Charge: -1
- Lowest unoccupied orbital energy: 0.072 Ha
- Multiplicity: 1

---

Record 2
Computed, not measured: the molecule C3H9NO, with ωB97M-V with the def2-TZVPD basis set.

Geometry (Å):
C1 1.62 0.18 -0.33
C2 0.30 -0.30 0.24
N1 -0.15 0.56 1.46
C3 -0.80 -0.11 -0.86
O1 -2.04 -0.78 -0.26
H1 2.36 0.31 0.46
H2 1.43 1.23 -0.77
H3 2.03 -0.45 -1.19
H4 0.18 -1.37 0.60
H5 -1.11 0.28 1.82
H6 0.31 0.09 2.19
H7 -0.47 -0.61 -1.78
H8 -1.05 1.06 -1.14
H9 -2.62 -0.07 -0.44

Values from the calculation:
- Orbital gap: 10.789 eV
- Max |F|: 3.20 eV/A
- Relative energy (zero: lowest compared OMol25 entry of this formula, charge and spin): 44.2 kcal per mole
- Charge: 0
- Lowest unoccupied orbital energy: 0.040 Ha
- Multiplicity: 1
- Structure (SMILES): C[C@@H](N)CO

---

Record 3
Computed, not measured: the molecule C18H22N2, with ωB97M-V with the def2-TZVPD basis set.

Geometry (Å):
C1 2.29 -1.77 -2.80
C2 2.19 -1.52 -1.29
C3 1.18 -0.72 -0.74
C4 1.13 -0.46 0.65
C5 0.09 0.48 1.25
N1 0.54 1.22 2.42
C6 -1.16 -0.33 1.67
C7 -2.30 0.11 0.73
C8 -3.59 0.41 1.48
C9 -2.64 -0.93 -0.36
C10 -1.79 1.31 0.00
C11 -2.46 2.24 -0.77
C12 -1.76 3.30 -1.30
C13 -0.39 3.51 -1.02
C14 0.27 2.58 -0.24
C15 -0.43 1.48 0.25
C16 2.07 -1.08 1.48
C17 3.00 -2.03 0.95
C18 3.04 -2.22 -0.44
N2 3.93 -3.13 -0.99
H1 3.25 -1.35 -3.14
H2 1.44 -1.30 -3.30
H3 2.34 -2.83 -3.08
H4 0.48 -0.23 -1.38
H5 1.49 1.62 2.28
H6 -0.15 1.98 2.57
H7 -1.36 -0.09 2.71
H8 -0.99 -1.42 1.66
H9 -3.44 1.31 2.10
H10 -3.98 -0.42 2.06
H11 -4.39 0.63 0.73
H12 -2.90 -1.87 0.11
H13 -3.45 -0.63 -1.03
H14 -1.76 -1.10 -0.97
H15 -3.52 2.12 -0.94
H16 -2.27 4.05 -1.89
H17 0.20 4.33 -1.32
H18 1.30 2.77 0.06
H19 2.07 -0.90 2.55
H20 3.68 -2.56 1.60
H21 4.22 -2.92 -1.93
H22 4.55 -3.63 -0.35

Values from the calculation:
- Orbital gap: 8.541 eV
- Max |F|: 2.07 eV/A
- Relative energy (zero: lowest compared OMol25 entry of this formula, charge and spin): 0.0 kcal per mole
- Charge: 0
- Lowest unoccupied orbital energy: 0.031 Ha
- Multiplicity: 1
- Structure (SMILES): Cc1cc([C@]2(N)CC(C)(C)c3ccccc32)ccc1N

---

Record 4
Computed, not measured: a cluster of 6 separate species, C38H70I2N8O3P in total, with ωB97M-V with the def2-TZVPD basis set.

Geometry (Å):
C1 -0.92 2.71 -2.81
O1 0.16 2.00 -2.25
C2 1.19 2.85 -1.77
C3 1.95 2.09 -0.69
C4 1.39 2.36 0.72
C5 1.48 1.15 1.66
C6 0.25 0.96 2.54
C7 -1.08 0.89 1.77
C8 -0.93 0.04 0.52
C9 -2.25 -0.38 -0.11
C10 -2.00 -1.08 -1.47
C11 -2.67 -2.46 -1.57
C12 -3.05 -2.78 -3.04
C13 -1.81 -2.97 -3.83
N1 -0.90 -3.97 -3.50
C14 0.15 -3.91 -4.33
C15 1.31 -4.82 -4.15
C16 2.19 -4.30 -2.99
C17 2.45 -2.79 -3.04
I1 4.03 -5.36 -2.89
N2 -0.04 -2.93 -5.21
I2 1.25 -2.39 -6.69
C18 -1.27 -2.31 -4.91
P1 -1.84 -0.88 -5.85
N3 -0.79 0.24 -5.69
O2 -3.33 -0.51 -5.42
O3 -1.92 -1.43 -7.31
H1 -1.29 3.48 -2.13
H2 -1.71 1.99 -3.00
H3 -0.64 3.16 -3.77
H4 1.88 3.07 -2.59
H5 0.77 3.77 -1.37
H6 3.00 2.38 -0.71
H7 1.88 1.04 -0.95
H8 0.36 2.70 0.58
H9 1.93 3.20 1.15
H10 1.72 0.26 1.09
H11 2.32 1.33 2.33
H12 0.36 0.02 3.08
H13 0.21 1.74 3.30
H14 -1.42 1.88 1.47
H15 -1.86 0.47 2.39
H16 -0.36 0.54 -0.26
H17 -0.38 -0.87 0.78
H18 -2.87 0.51 -0.28
H19 -2.78 -1.06 0.55
H20 -0.92 -1.17 -1.57
H21 -2.31 -0.43 -2.29
H22 -3.54 -2.52 -0.93
H23 -1.91 -3.18 -1.28
H24 -3.68 -3.67 -3.08
H25 -3.64 -1.96 -3.41
H26 -1.02 -4.63 -2.75
H27 0.95 -5.81 -3.87
H28 1.87 -4.91 -5.07
H29 1.63 -4.48 -2.08
H30 3.31 -2.58 -2.41
H31 2.74 -2.47 -4.03
H32 1.60 -2.22 -2.65
H33 -1.16 1.11 -5.32
H34 -3.24 -0.01 -4.59
H35 -1.38 -0.86 -7.90
C19 3.08 4.07 7.36
C20 2.10 2.92 7.17
C21 2.47 2.04 5.96
C22 2.45 2.81 4.72
N4 2.43 3.41 3.74
H36 3.07 4.75 6.51
H37 2.80 4.65 8.25
H38 4.10 3.71 7.50
H39 1.10 3.31 7.04
H40 2.09 2.30 8.06
H41 1.76 1.22 5.86
H42 3.46 1.61 6.08
C23 -3.12 0.89 -12.71
C24 -3.94 0.08 -11.71
C25 -3.42 0.22 -10.27
C26 -2.04 -0.26 -10.16
N5 -0.97 -0.64 -10.06
H43 -2.09 0.55 -12.76
H44 -3.54 0.80 -13.71
H45 -3.12 1.95 -12.45
H46 -3.93 -0.97 -12.00
H47 -4.98 0.41 -11.74
H48 -4.03 -0.37 -9.59
H49 -3.45 1.26 -9.95
C27 -5.79 1.50 3.12
C28 -5.85 0.32 4.08
C29 -5.47 0.70 5.52
C30 -4.10 1.20 5.58
N6 -3.03 1.61 5.61
H50 -4.77 1.89 3.04
H51 -6.10 1.20 2.12
H52 -6.44 2.31 3.44
H53 -5.20 -0.47 3.73
H54 -6.87 -0.08 4.09
H55 -5.55 -0.17 6.17
H56 -6.14 1.47 5.90
C31 1.50 6.22 11.46
C32 0.37 6.89 10.68
C33 -0.85 5.97 10.49
C34 -0.48 4.77 9.74
N7 -0.19 3.82 9.16
H57 1.89 5.35 10.93
H58 2.33 6.91 11.60
H59 1.16 5.90 12.45
H60 0.74 7.21 9.71
H61 0.04 7.78 11.21
H62 -1.63 6.49 9.94
H63 -1.25 5.66 11.46
C35 6.37 -8.19 0.47
C36 6.69 -7.08 -0.53
C37 8.07 -6.45 -0.29
C38 8.15 -5.85 1.04
N8 8.20 -5.39 2.08
H64 6.34 -7.81 1.49
H65 5.39 -8.63 0.25
H66 7.11 -8.98 0.42
H67 5.92 -6.30 -0.46
H68 6.65 -7.48 -1.54
H69 8.26 -5.67 -1.03
H70 8.85 -7.20 -0.39

Values from the calculation:
- Orbital gap: 7.605 eV
- Max |F|: 2.23 eV/A
- Charge: +1
- Lowest unoccupied orbital energy: -0.140 Ha
- Multiplicity: 1

---

Record 5
Computed, not measured: a cluster of 4 separate species, C3H13N2O in total, with ωB97M-V with the def2-TZVPD basis set.

Geometry (Å):
N1 -2.22 1.05 -1.87
C1 0.66 0.43 0.35
C2 0.44 0.88 1.80
C3 1.83 0.16 -0.23
N2 2.97 -0.42 0.30
H1 -2.92 1.67 -1.47
H2 -2.49 0.71 -2.80
H3 -2.33 0.19 -1.30
H4 -0.15 0.58 -0.41
H5 0.98 0.27 2.55
H6 0.75 1.94 1.80
H7 -0.59 0.91 2.10
H8 1.95 0.24 -1.36
H9 0.01 -1.67 1.04
H10 3.77 -0.58 -0.36
H11 2.68 -1.33 0.81
H12 -2.06 -2.36 -0.68
H13 -1.23 -1.34 0.22
O1 -2.04 -1.32 -0.49

Values from the calculation:
- Orbital gap: 4.520 eV
- Max |F|: 6.90 eV/A
- Relative energy (zero: lowest compared OMol25 entry of this formula, charge and spin): 172.7 kcal per mole
- Charge: +1
- Lowest unoccupied orbital energy: -0.304 Ha
- Multiplicity: 1

---

Record 6
Computed, not measured: the molecule C4H4O3, with ωB97M-V with the def2-TZVPD basis set.

Geometry (Å):
O1 -1.19 1.07 0.81
C1 -0.43 1.22 -0.32
C2 -0.50 -0.12 0.07
C3 -0.44 -1.35 0.80
O2 -1.24 -1.12 -0.40
C4 1.59 0.28 -0.67
O3 1.14 1.49 -0.52
H1 -0.90 1.70 -1.18
H2 0.31 -2.13 0.67
H3 -1.01 -1.31 1.72
H4 2.67 0.26 -0.98

Values from the calculation:
- Orbital gap: 8.961 eV
- Max |F|: 1.73 eV/A
- Relative energy (zero: lowest compared OMol25 entry of this formula, charge and spin): 176.0 kcal per mole
- Charge: 0
- Lowest unoccupied orbital energy: 0.019 Ha
- Multiplicity: 1

---

Record 7
Computed, not measured: a structure of composition C23H46AsBN3O3PdSSi3, with ωB97M-V with the def2-TZVPD basis set.

Geometry (Å):
Pd1 0.75 0.91 0.49
N1 -0.28 4.49 2.69
C1 0.26 3.34 2.21
S1 -0.73 2.58 0.88
N2 1.36 2.88 2.63
N3 1.81 1.72 2.01
C2 2.87 1.20 2.52
C3 3.51 -0.01 2.11
C4 4.68 -0.36 2.82
C5 5.36 -1.52 2.55
C6 4.87 -2.38 1.56
C7 3.74 -2.06 0.84
C8 3.03 -0.86 1.09
O1 1.97 -0.64 0.34
H1 -1.24 4.71 2.50
H2 0.16 4.92 3.49
H3 3.32 1.75 3.34
H4 5.04 0.31 3.59
H5 6.26 -1.78 3.10
H6 5.39 -3.30 1.34
H7 3.36 -2.72 0.08
C9 -0.22 -2.35 -3.89
Si1 0.64 -1.90 -2.30
C10 2.47 -1.80 -2.64
C11 0.18 -3.06 -0.91
As1 -0.16 0.27 -1.68
Si2 1.03 1.85 -3.01
C12 1.18 1.24 -4.76
C13 2.71 2.00 -2.20
C14 0.11 3.47 -2.92
Si3 -2.48 0.38 -2.25
C15 -3.29 1.83 -1.41
C16 -3.27 -1.22 -1.72
C17 -2.54 0.60 -4.10
H8 0.15 -3.32 -4.22
H9 0.00 -1.63 -4.68
H10 -1.30 -2.43 -3.79
H11 2.84 -2.80 -2.87
H12 3.04 -1.40 -1.80
H13 2.67 -1.18 -3.52
H14 0.72 -4.00 -1.01
H15 -0.89 -3.28 -0.93
H16 0.44 -2.61 0.05
H17 1.80 0.34 -4.83
H18 1.66 2.01 -5.37
H19 0.21 1.02 -5.21
H20 3.19 1.03 -2.06
H21 2.63 2.48 -1.22
H22 3.37 2.62 -2.81
H23 -0.85 3.44 -3.43
H24 0.71 4.26 -3.38
H25 -0.07 3.76 -1.88
H26 -3.32 1.71 -0.33
H27 -4.32 1.89 -1.77
H28 -2.79 2.78 -1.65
H29 -3.05 -1.43 -0.68
H30 -2.93 -2.06 -2.33
H31 -4.35 -1.15 -1.84
H32 -2.04 1.51 -4.43
H33 -3.59 0.66 -4.41
H34 -2.10 -0.25 -4.62
C18 -0.30 -1.55 3.34
C19 -1.38 -0.50 3.51
C20 -1.81 -0.40 4.96
O2 -0.82 0.79 3.11
B1 -1.08 0.90 1.78
O3 -2.01 0.02 1.30
C21 -2.55 -0.66 2.49
C22 -2.87 -2.10 2.15
C23 -3.80 0.10 2.90
H35 0.58 -1.25 3.92
H36 0.01 -1.64 2.29
H37 -0.63 -2.52 3.69
H38 -0.93 -0.29 5.59
H39 -2.33 -1.31 5.26
H40 -2.47 0.45 5.13
H41 -2.04 -2.58 1.65
H42 -3.75 -2.14 1.51
H43 -3.10 -2.65 3.06
H44 -3.57 1.13 3.18
H45 -4.30 -0.38 3.73
H46 -4.49 0.13 2.05

Values from the calculation:
- Orbital gap: 7.254 eV
- Max |F|: 0.98 eV/A
- Relative energy (zero: lowest compared OMol25 entry of this formula, charge and spin): 2.9 kcal per mole
- Charge: +1
- Lowest unoccupied orbital energy: -0.121 Ha
- Multiplicity: 1

---

Record 8
Computed, not measured: a cluster of 5 separate species, C28H52BFINO12P in total, with ωB97M-V with the def2-TZVPD basis set.

Geometry (Å):
C1 8.74 -2.05 0.47
C2 7.90 -1.41 -0.49
C3 7.15 -0.52 -1.67
C4 5.76 0.22 -1.12
C5 4.52 -0.85 -1.17
C6 3.55 -0.72 -2.49
O1 3.04 -2.13 -2.65
B1 1.62 -2.27 -2.16
C7 1.76 -2.76 -0.59
C8 0.46 -3.56 0.00
F1 -0.57 -2.54 0.33
P1 0.54 -3.35 -3.36
N1 1.04 -3.05 -4.89
O2 0.95 -0.93 -2.37
C9 2.09 0.02 -2.37
I1 1.92 1.05 -4.29
C10 1.85 1.19 -1.26
O3 0.90 0.67 -0.26
C11 -0.45 1.23 -0.42
C12 -1.81 0.27 -0.55
O4 -0.67 2.55 -0.41
H1 9.26 -2.74 1.28
H2 7.85 0.35 -2.06
H3 6.94 -1.22 -2.60
H4 5.47 1.15 -1.76
H5 5.94 0.47 0.03
H6 3.90 -0.82 -0.15
H7 5.02 -1.93 -1.19
H8 4.15 -0.35 -3.42
H9 2.77 -3.35 -0.52
H10 1.89 -1.77 0.07
H11 0.03 -4.40 -0.70
H12 0.79 -4.03 1.04
H13 -0.84 -2.97 -3.11
H14 0.67 -4.76 -3.03
H15 1.34 -3.98 -5.30
H16 1.49 2.16 -1.82
H17 2.89 1.46 -0.75
H18 -1.69 -0.58 -1.34
H19 -2.02 -0.24 0.50
H20 -2.73 0.95 -0.80
O5 2.18 -5.25 1.28
C13 2.29 -6.47 1.39
O6 2.52 -7.24 0.30
C14 2.85 -8.64 0.33
C15 1.59 -9.49 0.41
C16 2.09 -7.14 2.71
H21 3.56 -8.85 1.14
H22 3.37 -8.86 -0.60
H23 1.03 -9.29 1.33
H24 1.85 -10.55 0.39
H25 0.92 -9.26 -0.42
H26 1.02 -7.29 2.88
H27 2.48 -6.49 3.50
H28 2.61 -8.09 2.81
O7 -7.02 -0.09 0.04
C17 -6.55 0.64 0.91
O8 -5.32 1.18 0.75
C18 -4.76 2.19 1.61
C19 -4.10 1.56 2.83
C20 -7.29 0.88 2.19
H29 -5.50 2.94 1.87
H30 -3.99 2.70 1.01
H31 -4.83 1.03 3.44
H32 -3.63 2.33 3.44
H33 -3.35 0.83 2.52
H34 -7.09 0.05 2.88
H35 -8.36 0.91 1.97
H36 -7.05 1.82 2.67
O9 -4.17 7.41 -3.94
C21 -3.89 6.24 -3.71
O10 -2.81 5.94 -2.95
C22 -2.49 4.62 -2.46
C23 -1.73 3.83 -3.50
C24 -4.67 5.12 -4.33
H37 -3.39 4.11 -2.12
H38 -1.86 4.76 -1.58
H39 -2.32 3.67 -4.41
H40 -1.45 2.85 -3.11
H41 -0.82 4.36 -3.80
H42 -4.30 4.94 -5.34
H43 -5.72 5.43 -4.38
H44 -4.65 4.20 -3.76
O11 -2.04 3.39 6.16
C25 -1.55 4.28 5.47
O12 -1.68 4.25 4.13
C26 -1.32 5.33 3.24
C27 0.15 5.27 2.89
C28 -0.72 5.36 6.09
H45 -1.62 6.29 3.67
H46 -1.92 5.19 2.34
H47 0.78 5.38 3.77
H48 0.41 6.05 2.18
H49 0.40 4.30 2.45
H50 0.30 5.00 6.22
H51 -1.15 5.61 7.07
H52 -0.71 6.29 5.53

Values from the calculation:
- Orbital gap: 5.967 eV
- Max |F|: 9.52 eV/A
- Charge: -1
- Lowest unoccupied orbital energy: 0.075 Ha
- Multiplicity: 1